Entry 1:
# C54H73AlBrClCsFN2O12S2

A molecular structure, C54H73AlBrClCsFN2O12S2 in a non-equilibrium geometry (wB97M-V/def2-TZVPD, OMol25).

The spin multiplicity is 1. The energy above the lowest of the compared OMol25 structures with the same formula, charge and spin comes out at 354.42 kcal per mole. As for the charge: 0.

Geometry (Å):
C1 2.14776 -7.43098 -1.86782
C2 0.71111 -6.91726 -2.46060
C3 0.53763 -5.39043 -1.97404
C4 0.17990 -4.46958 -3.27224
C5 0.13819 -2.94494 -2.72089
C6 1.48461 -2.16125 -3.11590
C7 1.95598 -1.05398 -2.06557
C8 3.52716 -0.93784 -1.83286
C9 4.21636 0.09178 -0.88789
S1 6.04912 0.09579 -0.71914
C10 3.26097 1.07763 -0.12034
O1 3.81104 2.12868 0.78056
C11 3.82667 3.33176 -0.08620
C12 4.84535 4.51315 0.40170
C13 5.03384 4.51511 2.05234
C14 6.25491 4.56099 -0.35739
C15 6.16919 4.39891 -1.95318
C16 7.37660 3.55802 0.27731
C17 1.67657 0.92304 -0.33566
C18 0.98552 -0.10103 -1.27813
N1 -0.49087 -0.17518 -1.46725
C19 -1.27391 -0.02147 -0.20372
C20 -2.54778 -0.92434 -0.01947
C21 -3.04172 -1.99545 -1.09280
C22 -4.07090 -1.38094 -2.20515
C23 -4.99100 -0.21150 -1.61471
C24 -6.42435 -0.45129 -1.03799
C25 -7.32814 0.70751 -0.48397
C26 -6.78398 2.17716 -0.46304
C27 -5.34096 2.43373 -1.02813
C28 -4.45902 1.27236 -1.60470
C29 -3.44076 -0.77401 1.27679
C30 -3.07789 0.23328 2.42588
C31 -1.81955 1.14527 2.27900
N2 -1.51914 2.09754 3.42586
C32 -0.33925 1.56330 4.24167
C33 -0.69147 0.15014 4.98279
C34 -0.16901 -1.13191 4.14208
C35 -0.96508 0.99446 0.94689
S2 0.52606 2.07281 0.63042
H1 2.05173 -8.56881 -1.77783
H2 2.34368 -6.95971 -0.83308
H3 2.96503 -7.14721 -2.61342
H4 -0.13009 -7.51835 -1.94471
H5 0.66495 -6.99653 -3.59953
H6 -0.28610 -5.24165 -1.19475
H7 1.50472 -4.93239 -1.53427
H8 -0.84135 -4.73942 -3.71915
H9 1.02600 -4.52816 -4.05307
H10 -0.74483 -2.39737 -3.24301
H11 -0.10458 -2.92539 -1.60321
H12 1.43236 -1.72881 -4.17964
H13 2.32580 -2.95856 -3.15242
H14 4.22204 -1.66530 -2.39563
H15 6.49893 -1.10067 -0.17709
H16 3.97211 2.96083 -1.15428
H17 2.74078 3.80024 -0.05602
H18 4.31627 5.51926 0.17506
H19 4.01846 4.67179 2.61045
H20 5.70557 5.42798 2.27751
H21 5.47133 3.53309 2.44503
H22 6.68358 5.62131 -0.16905
H23 7.14719 4.60543 -2.50227
H24 5.91084 3.28476 -2.15688
H25 5.26500 4.98798 -2.37941
H26 6.94626 2.83416 1.04774
H27 8.16950 4.19206 0.83486
H28 7.92965 2.94839 -0.51397
H29 -0.82817 0.47941 -2.20158
H30 -2.20694 -2.49389 -1.69033
H31 -3.62894 -2.84974 -0.57919
H32 -3.53687 -0.99899 -3.14544
H33 -4.76922 -2.24035 -2.53480
H34 -6.88915 -1.49635 -1.01322
H35 -8.38862 0.53244 -0.07955
H36 -7.45104 3.01950 -0.05715
H37 -4.98491 3.51469 -1.03080
H38 -3.41489 1.50440 -2.04119
H39 -4.39173 -1.40992 1.39829
H40 -3.76123 0.30068 3.34090
H41 -2.36102 2.13344 4.03230
H42 0.60171 1.43285 3.57440
H43 -0.07086 2.31483 5.07973
H44 -1.82030 0.03141 5.10796
H45 -0.12434 0.13654 5.98911
H46 -0.91126 -1.32115 3.29226
H47 -0.14864 -2.07606 4.79832
H48 0.85984 -0.92846 3.67633
O2 3.27397 4.83681 -3.00044
H49 2.81860 4.12554 -2.56431
Cs1 1.87422 3.63121 2.21088
Al1 -1.69633 0.13227 -3.68195
O3 8.69063 7.55743 4.86482
Cl1 7.88621 7.56217 3.66265
O4 8.08879 8.80388 2.94830
O5 6.48623 7.43230 4.01735
O6 8.27032 6.44818 2.81664
F1 8.10685 4.87585 6.35293
C36 6.96300 4.43564 6.88184
C37 6.70708 3.07292 6.91054
C38 5.51793 2.61178 7.46602
C39 4.59258 3.52032 7.97743
C40 4.85756 4.88743 7.93900
C41 6.05199 5.34812 7.39307
H50 7.43512 2.38259 6.50059
H51 5.31115 1.54702 7.50037
H52 3.66258 3.15993 8.40697
H53 4.13429 5.59340 8.33380
H54 6.27955 6.40715 7.36205
O7 -0.64977 -0.29776 -6.45722
C42 0.44887 -0.17807 -6.95091
O8 1.58496 -0.67300 -6.39860
C43 2.71383 -0.25911 -7.18101
C44 2.15333 0.05968 -8.54626
C45 0.76498 0.56608 -8.21836
H55 3.16798 0.61365 -6.70316
H56 3.44986 -1.06381 -7.21882
H57 2.76054 0.77346 -9.10481
H58 2.07871 -0.85677 -9.14018
H59 0.76067 1.63918 -8.01202
H60 0.05136 0.32205 -9.00529
C46 -11.28733 0.24879 4.03110
C47 -11.52429 0.77145 2.82714
C48 -11.01218 0.12916 1.59831
O9 -11.22583 0.60630 0.49880
C49 -10.22928 -1.11464 1.75511
C50 -9.99199 -1.63751 2.95864
C51 -10.50412 -0.99540 4.18794
O10 -10.28995 -1.47266 5.28595
H61 -11.65400 0.70612 4.94152
H62 -12.09642 1.68137 2.69465
H63 -9.86254 -1.57201 0.84446
H64 -9.41964 -2.54733 3.09081
C52 -3.25629 -6.22414 -1.60864
C53 -3.81235 -5.21914 -2.63689
C54 -3.94931 -5.91981 -4.00377
O11 -2.92825 -4.23035 -2.76780
H65 -2.27479 -6.61608 -1.89560
H66 -3.15988 -5.77013 -0.61904
H67 -3.93297 -7.08101 -1.50966
H68 -4.84161 -4.98921 -2.31023
H69 -2.99176 -6.30028 -4.37491
H70 -4.35833 -5.24236 -4.76007
H71 -4.63208 -6.77365 -3.92639
O12 -1.81831 -6.90184 0.93117
H72 -1.80188 -7.63998 1.55341
H73 -1.13232 -6.30588 1.25756
Br1 -5.52783 1.25936 2.64569

Cartesian forces (eV/Å) of the 6 atoms listed first:
-1.23 -0.34 -0.61
0.66 0.58 2.03
-0.13 0.70 -1.81
0.13 0.82 1.30
-0.45 0.19 -1.25
0.51 -0.34 0.86

Here are the Löwdin charges for atoms 1 to 99, given in e:
1 C -0.13
2 C -0.24
3 C -0.21
4 C -0.19
5 C -0.22
6 C -0.16
7 C -0.06
8 C 0.00
9 C -0.46
10 S 0.74
11 C -0.17
12 O -0.29
13 C -0.26
14 C -0.25
15 C -0.10
16 C -0.34
17 C -0.09
18 C -0.08
19 C -0.24
20 C -0.14
21 N -0.05
22 C -0.13
23 C -0.07
24 C -0.15
25 C -0.17
26 C -0.17
27 C -0.02
28 C -0.07
29 C -0.10
30 C -0.06
31 C -0.04
32 C 0.00
33 C -0.20
34 C -0.17
35 N -0.03
36 C -0.23
37 C -0.21
38 C -0.12
39 C -0.28
40 S 0.58
41 H 0.07
42 H 0.07
43 H 0.07
44 H 0.10
45 H 0.11
46 H 0.10
47 H 0.11
48 H 0.10
49 H 0.11
50 H 0.06
51 H 0.11
52 H 0.11
53 H 0.12
54 H 0.11
55 H -0.11
56 H 0.11
57 H 0.02
58 H 0.15
59 H -0.06
60 H 0.09
61 H 0.08
62 H 0.15
63 H 0.09
64 H 0.07
65 H 0.06
66 H 0.06
67 H 0.09
68 H 0.07
69 H -0.15
70 H 0.06
71 H 0.13
72 H -0.02
73 H 0.13
74 H 0.09
75 H 0.08
76 H 0.10
77 H 0.09
78 H 0.04
79 H 0.11
80 H -0.06
81 H 0.11
82 H 0.05
83 H 0.12
84 H 0.10
85 H 0.11
86 H 0.06
87 H 0.08
88 H 0.08
89 O -0.27
90 H -0.12
91 Cs 1.29
92 Al 1.16
93 O -0.38
94 Cl 0.62
95 O -0.38
96 O -0.41
97 O -0.41
98 F 0.09
99 C -0.28


Entry 2:
# C54H73BN3O3PdSiTe

A molecular structure, C54H73BN3O3PdSiTe (wB97M-V/def2-TZVPD, OMol25).

The spin multiplicity is 6. The energy above the lowest of the compared OMol25 structures with the same formula, charge and spin comes out at 0.00 kcal per mole. Its expectation value of S² is 8.781. As for the charge: 0.

Geometry (Å):
Pd1 1.30289 0.48294 -0.50417
C1 -0.51278 -0.59757 -1.15542
Si1 -0.21486 -2.22772 -1.93511
C2 1.44376 -2.79294 -1.22562
N1 2.38376 -1.65957 -1.15359
C3 3.49822 -1.95520 -0.24574
C4 4.44182 -3.04541 -0.75660
C5 4.79320 -2.83656 -2.24353
C6 4.35261 -1.45434 -2.70963
C7 2.85870 -1.26219 -2.51255
C8 -0.14878 -2.12193 -3.81009
C9 0.14075 -3.25949 -4.57073
C10 0.24149 -3.19696 -5.95242
C11 0.05268 -1.98541 -6.60515
C12 -0.23607 -0.84532 -5.87050
C13 -0.33460 -0.91623 -4.48647
C14 -1.48381 -3.53719 -1.45290
C15 -2.42003 -4.04413 -2.35698
C16 -3.38538 -4.96008 -1.95780
C17 -3.43635 -5.38824 -0.63940
C18 -2.51996 -4.89401 0.27892
C19 -1.56042 -3.97871 -0.12793
H1 -1.06286 -0.68263 -0.21541
H2 -1.02284 0.14549 -1.76819
H3 1.87819 -3.65743 -1.74875
H4 1.24375 -3.11807 -0.19798
H5 3.07164 -2.25641 0.71012
H6 4.03243 -1.02440 -0.06571
H7 3.98430 -4.02543 -0.61073
H8 5.34120 -3.03490 -0.13576
H9 4.29384 -3.59169 -2.85725
H10 5.86434 -2.96621 -2.40744
H11 4.58337 -1.30119 -3.76571
H12 4.88526 -0.67945 -2.16265
H13 2.32784 -1.86414 -3.25109
H14 2.59542 -0.21604 -2.70688
H15 0.29022 -4.21410 -4.07499
H16 0.46629 -4.09061 -6.52112
H17 0.13048 -1.93208 -7.68362
H18 -0.38382 0.10163 -6.37425
H19 -0.55118 -0.01326 -3.92715
H20 -2.39923 -3.71746 -3.38996
H21 -4.09995 -5.33867 -2.67819
H22 -4.18884 -6.10109 -0.32654
H23 -2.55652 -5.21819 1.31170
H24 -0.86063 -3.59852 0.61103
C20 0.02420 -0.15266 2.14097
N2 1.28149 0.52702 1.79969
C21 2.36606 -0.11783 2.54693
C22 1.18546 1.95887 2.16947
C23 1.78875 2.92818 1.18683
C24 1.94671 4.21719 1.54008
C25 2.46609 5.17162 0.57766
C26 2.51036 4.88180 -0.72693
C27 1.92521 3.58151 -1.21385
C28 2.10914 2.50186 -0.18745
H25 -0.15591 -0.12270 3.22198
H26 0.07850 -1.19411 1.81702
H27 -0.80242 0.33714 1.63376
H28 2.17584 -0.02726 3.62412
H29 3.31729 0.34300 2.29941
H30 2.40003 -1.17627 2.29725
H31 1.61596 2.10866 3.16543
H32 0.12374 2.19803 2.24057
H33 1.71399 4.54773 2.54651
H34 2.81800 6.13332 0.93389
H35 2.89400 5.58686 -1.45387
H36 2.37871 3.27502 -2.15456
C29 6.66630 1.75905 -2.03689
C30 5.64944 2.31235 -1.05279
C31 5.75559 3.83475 -1.05689
O1 4.31129 1.99114 -1.49198
B1 3.52886 1.87691 -0.33921
O2 4.32789 1.50771 0.74025
C32 5.71680 1.69319 0.39356
C33 6.43736 0.35305 0.46603
C34 6.31278 2.62000 1.44452
H37 6.48916 2.20383 -3.01643
H38 6.61851 0.67987 -2.14102
H39 7.67628 2.02827 -1.72101
H40 5.56805 4.19072 -2.07062
H41 6.74907 4.16633 -0.75295
H42 5.01241 4.28820 -0.40217
H43 6.08564 -0.35194 -0.28238
H44 6.26943 -0.08343 1.45206
H45 7.51163 0.48492 0.32885
H46 5.73422 3.53672 1.53594
H47 7.34752 2.87239 1.20579
H48 6.30045 2.11414 2.41071
C35 -1.79896 4.06543 -1.44553
C36 -0.53291 3.31270 -1.08088
O3 0.54269 3.94469 -1.57899
N3 -0.58544 2.23513 -0.43545
Te1 -3.56516 1.15255 -0.03098
C37 -5.38350 0.09115 0.08914
C38 -5.52140 -1.11753 -0.59434
C39 -4.41822 -1.67875 -1.44768
C40 -6.70166 -1.84333 -0.43958
C41 -7.73745 -1.39306 0.36230
C42 -9.00866 -2.18305 0.51570
C43 -7.57891 -0.17624 1.02074
C44 -6.41889 0.57349 0.90159
C45 -6.27967 1.87102 1.64723
C46 -3.29484 0.87027 2.99917
C47 -3.36130 -0.36714 3.59655
C48 -3.97648 -1.56976 2.92754
C49 -2.80915 -0.48624 4.87863
C50 -2.20555 0.58886 5.51284
C51 -1.61466 0.44764 6.89104
C52 -2.15289 1.81540 4.84862
C53 -2.69361 1.97798 3.57639
C54 -2.59595 3.30137 2.86157
H49 -1.53614 5.02546 -1.88306
H50 -2.40564 4.22536 -0.55484
H51 -2.38680 3.48588 -2.15629
H52 -3.85508 -0.89088 -1.95547
H53 -4.81327 -2.35314 -2.20697
H54 -3.70530 -2.24826 -0.84507
H55 -6.80672 -2.78541 -0.96814
H56 -8.94634 -3.13547 -0.00944
H57 -9.86227 -1.63296 0.11522
H58 -9.21776 -2.38853 1.56691
H59 -8.38277 0.19809 1.64673
H60 -7.21336 2.14338 2.13806
H61 -6.00342 2.68931 0.97615
H62 -5.49802 1.78789 2.40802
H63 -4.36261 -1.31768 1.94190
H64 -4.80510 -1.96382 3.51960
H65 -3.24183 -2.37189 2.81775
H66 -2.84765 -1.44882 5.38173
H67 -1.62262 -0.59174 7.21822
H68 -2.17752 1.03223 7.62143
H69 -0.58276 0.80284 6.91707
H70 -1.67192 2.66181 5.33154
H71 -2.02162 4.02067 3.44653
H72 -3.58506 3.72622 2.67698
H73 -2.10520 3.18289 1.89145

Cartesian forces (eV/Å) of the 6 atoms listed first:
0.02 -0.44 -0.16
0.00 0.16 0.06
-0.03 0.02 0.01
0.00 -0.01 0.03
-0.07 0.00 -0.04
0.01 0.01 -0.01

Here are the Löwdin charges for atoms 1 to 99, given in e:
1 Pd 0.92
2 C -0.28
3 Si 0.61
4 C -0.23
5 N -0.23
6 C -0.20
7 C -0.16
8 C -0.17
9 C -0.17
10 C -0.17
11 C -0.27
12 C -0.11
13 C -0.09
14 C -0.09
15 C -0.08
16 C -0.09
17 C -0.25
18 C -0.11
19 C -0.09
20 C -0.09
21 C -0.09
22 C -0.11
23 H -0.04
24 H -0.04
25 H 0.10
26 H 0.08
27 H 0.10
28 H 0.09
29 H 0.10
30 H 0.11
31 H 0.11
32 H 0.11
33 H 0.12
34 H 0.08
35 H 0.10
36 H 0.11
37 H 0.11
38 H 0.10
39 H 0.10
40 H 0.10
41 H 0.09
42 H 0.10
43 H 0.10
44 H 0.10
45 H 0.10
46 H 0.09
47 C -0.09
48 N -0.28
49 C -0.07
50 C -0.13
51 C -0.20
52 C -0.04
53 C -0.08
54 C -0.04
55 C -0.24
56 C -0.16
57 H 0.10
58 H 0.08
59 H 0.04
60 H 0.10
61 H 0.08
62 H 0.07
63 H 0.13
64 H 0.11
65 H 0.11
66 H 0.10
67 H 0.11
68 H 0.14
69 C -0.01
70 C -0.45
71 C -0.01
72 O 0.10
73 B -0.69
74 O 0.09
75 C -0.44
76 C -0.01
77 C 0.00
78 H 0.10
79 H 0.07
80 H 0.10
81 H 0.10
82 H 0.09
83 H 0.07
84 H 0.06
85 H 0.10
86 H 0.10
87 H 0.09
88 H 0.10
89 H 0.09
90 C -0.03
91 C -0.52
92 O 0.00
93 N 0.15
94 Te 1.30
95 C -0.52
96 C -0.32
97 C -0.08
98 C -0.01
99 C -0.27